P:
A 2-piece molecular cluster, C3H3O3S overall. Source: the OMol25 dataset; level of theory: ωB97M-V/def2-TZVPD.

charge: -1
multiplicity: 1
gap between HOMO and LUMO (spin up / spin down): 7.07 / 7.72 eV

Last column: Mulliken charge in e.
Geometry (Å):
C 1.02901 0.65499 -0.70976  -0.1222
C 1.84376 -0.07296 0.02435  -0.1447
C 2.27559 1.31774 -0.13924  -0.7423
O -3.21310 0.13745 -0.26532  -0.5577
O -2.34436 -2.28680 -0.24477  -0.5643
O -2.15843 -0.82087 1.80021  -0.5491
S -2.26628 -0.88032 0.31344  0.6810
H 0.29312 0.76914 -1.47039  0.3919
H 2.10707 -1.04158 0.31824  0.3583
H 2.43363 2.22322 0.37325  0.2491

=====

Q:
A 2-piece molecular cluster, C3H3O3S overall. Source: the OMol25 dataset; level of theory: ωB97M-V/def2-TZVPD.

charge: -1
multiplicity: 1
gap between HOMO and LUMO: 6.33 eV

Last column: Mulliken charge in e.
Geometry (Å):
C -1.13254 -0.93629 0.05953  -0.3113
C -0.20482 -0.01472 -0.05829  -0.3834
C 2.55139 -0.12889 -0.00102  0.5868
O 2.66524 -1.17837 -0.42266  -0.3067
O 2.70984 0.87191 0.50590  -0.3361
O -2.56845 -0.74358 0.06985  -0.5477
S -0.72174 1.73317 -0.23978  -0.4057
H -0.95926 -1.94683 0.07721  0.3568
H -2.83079 0.10326 -0.37166  0.2529
H 0.49114 2.24034 0.38091  0.0944

=====

What should be chosen as the least stable of them? Choose P.